No. 1
{"formula": "C28H64IN6O5P2S2", "method": "ωB97M-V/def2-TZVPD", "e_tot_ev": -97595.5649, "e_homo_ha": -0.341, "lumo_energy_ev": -3.712, "charge": 1, "relative_energy_ev": 0.000, "symbols": ["H", "C", "H", "N", "H", "H", "H", "H", "H", "C", "H", "C", "H", "C", "H", "H", "C", "H", "H", "H", "H", "H", "H", "H", "S", "H", "C", "H", "N", "H", "P", "O", "H", "H", "H", "H", "H", "H", "C", "H", "C", "C", "C", "H", "H", "H", "C", "H", "H", "H", "H", "C", "H", "H", "H", "H", "C", "H", "H", "H", "N", "H", "O", "H", "C", "H", "S", "H", "H", "C", "H", "H", "C", "C", "C", "C", "O", "C", "H", "H", "C", "H", "C", "H", "N", "H", "H", "H", "H", "C", "N", "H", "P", "C", "H", "C", "H", "H", "C", "C", "H", "N", "H", "I", "O", "O", "H", "C"], "xyz": [[0.692573, -5.431229, 1.423471], [0.275001, -4.944137, 2.304380], [0.085862, 4.935855, -3.279587], [8.165569, 3.350262, -2.727099], [6.742402, 6.262296, -3.922283], [-2.322321, -0.760938, 3.977417], [-0.158959, -1.787548, -1.147521], [-3.337357, 0.609382, -0.407455], [1.308913, 2.875353, -5.206522], [3.536344, 5.157164, -5.173219], [-5.466168, -2.559685, 4.371494], [7.346612, 2.368241, -3.408746], [1.248145, -3.166064, 2.743004], [0.161525, -1.786727, -0.111953], [-0.300483, 3.552449, -5.400306], [7.855904, 0.726916, -2.092975], [-8.558290, -3.198632, 3.462185], [10.020396, 4.443657, -4.812759], [-3.999601, -0.688679, 4.321691], [-0.780439, -5.207085, 2.319307], [3.334614, 3.223825, -4.266971], [-4.426289, 0.795050, 3.524425], [1.243635, 4.426350, -1.332141], [-8.805478, -1.954429, 1.697156], [-5.072909, -0.955803, 0.858950], [1.969783, -5.146024, 3.560200], [-2.654767, -0.881757, 2.027672], [7.298112, 2.539476, -4.496533], [-3.966425, -0.720020, 2.178252], [7.081480, 0.242896, -3.604884], [-0.586121, -2.068080, 4.944389], [-10.574025, -2.908664, 2.126096], [2.022409, -7.428452, 3.221903], [-1.424813, -3.074260, 0.282097], [2.184684, 2.134264, -0.797131], [0.730786, -7.530925, 4.359038], [2.774616, 5.001766, -5.938051], [-7.485714, -3.090994, 5.275464], [3.323632, 4.279781, -3.949704], [0.067569, 2.591685, -3.978925], [7.393306, 5.396192, -4.060503], [-4.544401, -0.284973, 3.472452], [-7.650644, -2.441263, 4.424467], [-9.259203, -3.836494, 3.988801], [-6.228164, -2.569404, 2.810192], [0.360143, -7.470480, 2.621458], [-0.603692, -1.474183, 3.175324], [10.090424, 4.045279, -2.400071], [-9.649493, -1.379784, 3.119022], [-11.696574, -2.538340, -0.520563], [-8.120052, -1.529322, 4.778720], [0.890850, 4.623425, -3.949250], [-10.238987, -1.636272, -0.180906], [9.964766, 2.334431, -2.613555], [0.619164, -0.844480, 0.158656], [-1.556505, -0.156779, -1.464863], [9.590278, 3.284364, -3.003238], [0.996054, 2.105049, -2.086145], [8.333928, 5.768413, -4.462761], [-2.365274, -3.197749, 4.503847], [0.495384, -3.501488, 2.167551], [6.322911, 2.471245, -3.036165], [-10.224367, -4.705852, 0.800593], [9.448553, 2.803146, -5.138089], [-0.656497, -2.656878, 2.191517], [2.977994, 4.304780, -1.345149], [-1.017606, 1.738074, 0.509050], [6.597650, 4.595068, -2.240062], [1.544684, -2.318420, 4.860467], [0.971219, -5.569512, 3.507099], [-6.225282, -0.217006, 4.682717], [0.429559, -5.285677, 4.402503], [1.006390, -7.099771, 3.406369], [1.989594, 2.465835, -1.820285], [-10.447127, -3.507642, 0.896343], [2.080192, 3.995716, -1.889867], [0.796072, -2.705388, 5.328957], [-6.001134, -0.621209, 3.698113], [8.770367, 0.728123, -3.607941], [6.925892, 4.754116, -4.807859], [0.477562, 3.330748, -4.667179], [0.922922, -2.550265, -0.049325], [-1.019991, -2.181621, 0.754581], [4.185140, 4.409975, -3.288281], [-2.151971, -1.185728, 0.785978], [-6.670097, -0.114872, 3.010922], [-1.533137, -3.233639, 2.505596], [0.952393, 5.418757, -4.695542], [-4.703165, -2.194811, 0.492537], [-10.638391, -2.638147, -0.309685], [-1.847796, -0.667352, 3.082811], [11.082068, 3.073748, -4.551289], [-2.003687, 0.247843, -0.205841], [7.797701, 0.936379, -3.161955], [2.721220, 1.978183, -2.465638], [-9.378604, -2.276369, 2.569506], [4.501637, 4.922965, -5.622655], [8.169080, 5.314644, -2.053370], [-6.280665, -2.118925, 3.795318], [7.580010, 4.678108, -2.718506], [-7.984452, -3.868189, 2.828137], [2.131781, 4.619478, -3.197051], [-10.147014, -3.106148, -1.149513], [1.139093, -0.222433, 3.032961], [-0.984931, -0.966938, 5.819048], [-1.565259, -3.323112, 5.019125], [3.539122, 6.212763, -4.899547], [10.048649, 3.413532, -4.461914]], "atomic_forces_ev_per_a": [[-0.07, -0.07, -0.24], [0.83, -0.44, -0.30], [0.06, -0.05, 0.11], [-0.04, 0.11, 0.12], [-0.02, -0.01, 0.01], [0.07, 0.99, 0.17], [0.07, 0.22, -0.23], [-0.05, -0.42, -0.10], [0.03, 0.01, 0.01], [0.03, 0.01, -0.03], [0.02, -0.15, 0.21], [0.03, -0.14, -0.12], [0.16, 0.01, 0.04], [-0.18, 0.07, -0.09], [0.00, 0.02, 0.00], [0.04, 0.03, 0.01], [-0.42, 0.16, -0.23], [-0.08, -0.01, -0.05], [0.19, -0.33, -0.06], [-0.27, 0.25, 0.02], [0.04, 0.00, -0.01], [0.17, 0.19, 0.01], [-0.06, 0.01, -0.08], [0.17, 0.13, -0.07], [-0.13, 0.24, -0.10], [0.25, -0.03, 0.15], [-0.30, 0.47, -0.11], [-0.04, -0.03, 0.00], [-0.18, -0.50, -0.10], [0.00, 0.00, -0.02], [0.11, 0.61, 1.15], [-0.17, 0.00, -0.38], [0.10, -0.20, -0.28], [-0.26, -0.10, -0.07], [0.00, 0.02, 0.00], [-0.25, -0.25, 0.09], [-0.01, -0.01, 0.01], [0.00, 0.06, 0.33], [0.07, -0.04, -0.18], [0.08, -0.05, 0.00], [-0.01, 0.11, 0.05], [-0.40, 0.83, -0.05], [0.58, -0.66, -0.43], [-0.18, 0.03, 0.24], [0.03, -0.13, -0.22], [-0.17, -0.17, -0.10], [0.26, -0.26, 0.21], [-0.11, 0.08, 0.00], [-0.30, 0.09, 0.08], [-0.25, -0.03, 0.01], [-0.19, 0.12, 0.13], [-0.12, 0.10, -0.22], [0.00, 0.12, 0.18], [-0.07, -0.03, -0.02], [-0.01, 0.28, -0.06], [-0.20, -0.62, 0.13], [0.23, -0.17, -0.03], [0.01, -0.01, -0.06], [0.02, -0.07, -0.04], [-0.35, -0.15, 0.14], [-0.58, -0.09, 0.37], [0.00, 0.12, 0.01], [-0.39, 2.07, 0.35], [-0.02, -0.01, 0.01], [-0.15, 0.92, -0.61], [0.05, 0.01, -0.08], [-0.03, -0.33, 0.10], [0.00, -0.08, -0.02], [0.28, 0.19, 0.17], [-0.61, 0.07, -0.13], [0.02, 0.30, 0.13], [0.07, 0.23, 0.24], [0.54, 0.47, 0.34], [-0.05, -0.08, 0.08], [0.43, -2.31, -0.18], [0.09, 0.02, 0.21], [-0.18, -0.55, -0.57], [-0.05, -0.52, 0.39], [0.00, 0.00, 0.00], [0.02, -0.03, 0.00], [-0.11, 0.02, 0.02], [0.09, -0.25, 0.22], [0.33, -0.45, 0.02], [-0.05, -0.04, 0.09], [0.69, 0.00, -0.16], [-0.05, 0.05, -0.25], [-0.10, -0.14, 0.18], [0.08, -0.02, -0.01], [0.12, -0.02, 0.24], [0.25, 0.22, 0.14], [0.12, -1.89, 0.04], [0.00, 0.00, 0.01], [0.09, 1.59, 0.04], [-0.02, -0.03, -0.01], [0.01, 0.04, -0.03], [0.24, 0.05, 0.04], [0.00, 0.00, -0.02], [0.09, -0.06, -0.02], [-0.03, 0.38, -0.08], [-0.18, 0.14, 0.06], [0.20, -0.21, 0.01], [-0.06, 0.00, 0.16], [-0.03, -0.16, -0.23], [0.09, -0.01, -0.10], [-0.55, 0.30, -0.41], [0.50, -0.25, -0.41], [-0.04, 0.00, 0.02], [0.08, 0.05, 0.04]]}


No. 2
{"formula": "C28H65IO24S7Si", "method": "ωB97M-V/def2-TZVPD", "e_tot_ev": -171047.3295, "smiles": "C[Si](C)(C)C1=C(I)C(=O)OC1=O.CCOS(C)(=O)=O.CCOS(C)(=O)=O.CCOS(C)(=O)=O.CCOS(C)(=O)=O.CCOS(C)(=O)=O.CCOS(C)(=O)=O.CCOS(C)(=O)=O", "e_homo_ha": -0.353, "lumo_energy_ev": -1.542, "symbols": ["C", "H", "H", "O", "H", "C", "H", "H", "H", "H", "H", "S", "O", "O", "H", "O", "H", "O", "H", "C", "C", "O", "H", "H", "H", "O", "O", "H", "H", "H", "C", "H", "S", "S", "H", "H", "H", "H", "C", "H", "C", "H", "H", "O", "H", "H", "C", "H", "H", "H", "C", "H", "H", "H", "H", "H", "H", "H", "H", "H", "C", "C", "S", "S", "C", "H", "H", "H", "C", "H", "C", "H", "H", "C", "O", "O", "H", "H", "H", "H", "H", "O", "O", "C", "H", "H", "H", "C", "H", "H", "C", "H", "O", "Si", "C", "S", "O", "H", "O", "H", "C", "O", "C", "H", "O", "H", "S", "I", "C", "O", "O", "O", "C", "O", "C", "C", "H", "H", "O", "H", "C", "H", "C", "C", "H", "O"], "xyz": [[-4.418661, -5.493891, -10.123376], [0.383503, 1.202255, -0.734737], [-5.995222, -1.453703, -3.731065], [0.377075, -3.450832, -0.284100], [5.452020, 8.354309, 1.828089], [-6.200978, -0.335419, -5.574673], [3.994202, 2.121727, 5.094701], [-1.340550, -2.423568, -11.331893], [7.903291, 6.208572, 5.782516], [-2.823639, -1.066937, 6.590348], [-4.872420, -5.339310, -11.104432], [-0.903016, -2.874646, -0.637074], [-2.308929, -6.543952, -11.267285], [-2.498016, -4.062064, -11.013531], [3.751852, 1.782028, 3.382460], [-5.744134, -7.414654, -4.748606], [-6.816165, -0.388714, -6.478361], [2.099268, 2.460652, 4.446548], [-2.043766, -10.117858, -4.410412], [-2.187999, -3.916631, 0.006954], [-4.483230, -8.096329, -5.099001], [-1.238909, -2.525391, -1.999487], [9.201545, 4.426930, 4.599014], [-1.969045, -4.144256, 1.052469], [0.031400, -0.205692, -1.747142], [4.654324, 9.441272, 4.252132], [7.471369, 2.667514, 5.527037], [0.791116, -0.971420, 0.510486], [9.311032, 6.616699, 6.758607], [-5.160703, -0.484522, -5.881566], [8.996577, 6.232825, 5.783731], [-0.293049, 1.056994, 4.427554], [-3.668387, 1.369374, 7.667397], [-2.652892, -5.520794, -10.305095], [3.610814, 10.078452, 7.391456], [-1.714760, -0.664421, 8.796873], [-5.607009, 3.622718, -4.927358], [10.660915, 4.927441, 5.450852], [-0.062637, -6.468580, -4.375345], [-2.971979, -1.581776, 9.620834], [-0.854583, -8.227777, -6.988974], [6.655840, 9.539357, 2.446107], [-5.234879, 3.734137, -3.180287], [0.943866, 3.923305, 2.777536], [3.578187, 4.235485, 2.923355], [0.539604, -3.585697, -12.390560], [-1.202268, -3.487296, -11.114383], [3.658099, 4.586034, 4.647241], [-1.298966, 0.690021, -1.019901], [-3.143955, -3.397316, -0.086448], [-0.277293, 0.337997, -0.849938], [7.091091, 7.811763, 2.299516], [4.890906, 10.887097, 6.452383], [-1.244203, 2.154749, 3.381901], [8.652281, 2.594854, 8.849649], [-0.540794, 2.773617, 4.904311], [3.255777, 8.479085, 5.453012], [8.911971, 1.387776, 7.541600], [-1.846630, -2.405947, 8.512351], [-5.041679, 3.280995, 7.719625], [-0.211862, -0.553345, 0.376946], [6.284970, 8.514748, 2.516065], [-5.313505, 1.500617, -3.920668], [5.727211, 8.217859, 4.175116], [-1.231811, -9.329044, -4.112418], [-4.692068, -4.689685, -9.436820], [-0.434002, 0.045915, 1.265479], [-0.142159, -9.769475, -4.100957], [-2.421722, -1.490476, 8.679822], [-6.877321, 3.263129, -3.705691], [-3.797458, -5.754081, -5.112992], [-1.473211, -9.001990, -2.991993], [0.532144, -7.049456, -3.518611], [-0.401624, -4.121786, -12.237060], [-5.652563, 0.940399, -2.631417], [-4.244101, -0.148766, 7.799935], [-1.368226, -7.549896, -7.815768], [5.099786, 9.218198, 6.974108], [-2.204823, -4.835553, -0.581442], [-0.162942, -5.164222, -12.008534], [-4.731357, -6.456998, -9.716488], [-6.384071, 0.961772, -5.023979], [6.941573, 4.313282, 7.376675], [4.364469, 9.941307, 6.610394], [0.311261, -8.293316, -7.098364], [-0.670614, -3.556431, -10.159840], [7.288424, 1.598199, 8.264766], [-6.649047, -1.415453, -4.606801], [2.925623, 10.160210, 5.039833], [-6.627170, -2.397857, -5.087704], [3.719765, 9.462073, 5.322487], [-7.662532, -1.217176, -4.246028], [-2.934053, 1.694895, 8.869795], [-1.329715, -7.684299, -5.174210], [-3.371165, -1.235480, 7.523297], [7.813485, 3.335311, 6.764864], [-3.099491, 1.543692, 6.347858], [9.319741, 6.929549, 5.004625], [9.304563, 3.976627, 6.626443], [-3.998776, -2.119884, 7.375367], [-5.454215, -5.975613, -5.055238], [5.010409, 6.960600, 4.201711], [3.983201, 3.882039, 3.875670], [-5.752602, 1.923748, 8.640486], [6.819017, 8.499089, 5.080568], [-0.532094, -5.520231, -3.872692], [1.069839, 2.542093, 3.186626], [-2.740114, -3.839790, -5.190973], [8.212628, 2.103447, 7.979312], [1.390434, 1.488086, 2.247743], [-4.336727, -9.407519, -5.437217], [-3.979212, 1.405515, -4.473688], [-3.163845, -7.100628, -5.116595], [-6.398185, -5.016981, -5.239202], [-5.232894, 2.206593, 7.722790], [-5.812397, 3.204270, -3.939647], [5.074859, 3.905752, 3.807948], [-1.303687, -9.322910, -7.116907], [-2.053823, -5.470750, -8.988347], [-0.971418, -4.117095, -13.170835], [3.496446, 2.478545, 4.187580], [0.751837, -6.221645, -5.198698], [9.572627, 4.850140, 5.538045], [-0.400186, 2.083406, 4.069984], [-5.816100, 1.926477, 6.842868], [-1.186001, -1.586393, 0.319003]], "atomic_forces_ev_per_a": [[-0.03, 0.23, -0.05], [-0.08, -0.12, 0.12], [-0.05, -0.01, -0.12], [-0.81, 0.58, -0.60], [0.11, 0.02, 0.18], [0.03, -1.22, -0.20], [-0.37, -0.05, -0.04], [-0.32, -0.20, 0.14], [0.18, 0.05, -0.03], [-0.11, 0.14, 0.07], [0.14, -0.03, 0.13], [-0.17, 0.50, 0.52], [0.03, 0.71, 0.99], [-0.82, -0.98, 0.63], [-0.20, 0.01, 0.05], [3.33, 1.81, -2.10], [0.07, 0.36, 0.15], [-1.49, -0.23, -0.62], [1.74, 1.42, 0.46], [-0.09, 0.13, 0.16], [2.39, -5.55, -1.67], [0.57, -0.38, 0.81], [-0.05, -0.10, 0.17], [0.01, 0.09, -0.20], [-0.02, 0.07, 0.10], [0.96, -0.73, -0.76], [0.04, 0.78, 0.76], [-0.17, -0.08, 0.01], [0.05, -0.04, -0.15], [-0.04, 0.16, 0.10], [-0.34, -0.01, 0.02], [0.03, 0.20, -0.06], [-0.34, -0.30, 0.22], [-0.25, 0.35, -0.39], [0.03, 0.00, -0.15], [-0.07, -0.11, -0.02], [-0.02, -0.14, 0.16], [-0.13, -0.32, 0.22], [1.17, 0.26, 0.68], [0.02, -0.06, -0.16], [-0.73, -0.51, -0.74], [-0.07, -0.16, 0.07], [0.01, -0.22, -0.05], [0.21, -1.15, -0.09], [0.05, -0.04, 0.10], [-0.14, 0.01, 0.05], [1.10, 0.33, -0.28], [0.15, -0.14, -0.06], [0.11, -0.01, 0.09], [0.18, -0.03, -0.02], [0.06, -0.03, -0.32], [-0.12, 0.01, 0.19], [-0.15, -0.07, -0.01], [0.19, 0.05, -0.02], [-0.08, -0.02, -0.17], [0.05, -0.12, -0.15], [0.15, 0.02, -0.13], [-0.12, 0.17, 0.03], [-0.13, 0.07, -0.03], [0.15, -0.16, 0.00], [0.79, 1.08, -0.13], [-0.15, 0.19, -0.06], [-0.33, -0.07, -0.28], [-0.33, 0.31, -0.14], [-0.46, 0.01, 1.38], [0.11, -0.12, -0.11], [-0.10, -0.40, -0.08], [-2.17, 0.78, -0.17], [0.26, 0.18, 0.15], [0.17, -0.08, -0.03], [0.20, -4.57, 0.02], [0.53, -0.80, -2.18], [-1.39, 1.15, -1.82], [0.13, -0.32, -0.06], [0.57, 0.29, -0.97], [-0.24, 1.39, -0.14], [1.43, -1.34, 1.66], [-0.11, 0.07, -0.03], [0.13, 0.16, -0.03], [-0.01, 0.13, -0.02], [0.20, 0.05, -0.05], [0.57, 1.17, 0.73], [0.48, -0.81, -0.77], [0.26, -0.13, 0.21], [-2.27, 0.24, 0.06], [-0.17, -0.09, -0.02], [0.02, 0.17, -0.15], [0.12, -0.14, 0.24], [0.25, -0.13, -0.29], [0.00, 0.13, 0.01], [-0.60, 0.09, 1.03], [0.08, -0.01, -0.14], [-0.27, -0.23, -1.17], [1.08, -1.78, -0.09], [0.80, -0.87, 0.01], [0.41, 0.24, 0.15], [0.00, -0.22, 1.05], [0.00, -0.10, 0.09], [-0.87, -1.05, 0.58], [-0.18, 0.36, -0.02], [-3.19, 4.67, -0.53], [0.67, 0.99, 0.37], [-0.07, 0.17, -0.22], [0.14, 0.01, -0.13], [-0.90, -0.44, -0.50], [1.12, -1.68, -1.18], [0.16, 0.14, 0.81], [-1.39, -1.76, 0.07], [0.25, 0.02, 0.00], [0.01, 0.93, 0.33], [-1.88, 8.95, 2.58], [-0.97, -0.27, 0.59], [-5.28, 3.83, 0.17], [6.52, -7.25, 1.44], [-0.15, -0.19, -0.02], [-0.17, 0.00, -0.18], [-0.13, -0.05, 0.12], [1.00, 2.28, 0.23], [-0.07, -0.17, -1.02], [0.07, 0.10, 0.12], [1.28, 0.31, -0.27], [-1.77, -0.08, 1.75], [0.14, 0.97, -0.76], [0.13, -0.05, 0.18], [0.15, 0.00, 0.15], [-0.42, -1.61, -0.49]]}